1.
{
  "formula": "C34H26BrIN6OPbS2",
  "method": "ωB97M-V with the def2-TZVPD basis set",
  "e_above_lowest_kj_mol": 0.0,
  "largest_force_ev_per_a": 0.43,
  "charge": 2,
  "symbols": ["Pb", "O", "C", "N", "C", "C", "C", "C", "C", "C", "N", "C", "C", "C", "C", "C", "N", "H", "H", "H", "H", "H", "H", "H", "H", "H", "H", "N", "C", "C", "C", "C", "C", "C", "N", "C", "C", "C", "S", "C", "N", "H", "H", "H", "H", "H", "H", "H", "S", "C", "C", "C", "C", "C", "C", "H", "H", "H", "H", "H", "Br", "C", "C", "C", "C", "C", "C", "I", "H", "H", "H", "H"],
  "coordinates": [[-0.416, -0.221, -0.856], [1.444, -2.146, -4.200], [1.094, -1.428, -3.285], [0.199, -1.712, -2.323], [-0.621, -2.893, -2.416], [-2.086, -2.529, -2.333], [-3.067, -3.313, -2.926], [-4.393, -2.939, -2.807], [-4.713, -1.783, -2.102], [-3.686, -1.049, -1.551], [-2.403, -1.419, -1.661], [1.703, -0.042, -3.142], [2.714, 0.349, -4.003], [3.220, 1.634, -3.898], [2.693, 2.495, -2.944], [1.688, 2.035, -2.118], [1.211, 0.791, -2.218], [-0.408, -3.422, -3.346], [-0.398, -3.573, -1.584], [-2.781, -4.198, -3.477], [-5.172, -3.534, -3.264], [-5.737, -1.459, -1.986], [-3.881, -0.139, -0.995], [3.072, -0.367, -4.729], [4.015, 1.964, -4.553], [3.063, 3.504, -2.831], [1.266, 2.658, -1.340], [-1.310, 4.034, 0.304], [-0.768, 3.790, 1.559], [-0.584, 4.610, 2.666], [-0.020, 4.018, 3.776], [0.346, 2.662, 3.784], [0.161, 1.854, 2.683], [-0.406, 2.437, 1.554], [-0.734, 1.898, 0.312], [-1.265, 2.883, -0.389], [-1.747, 2.658, -1.739], [-2.289, 3.515, -2.649], [-2.686, 2.669, -4.080], [-2.116, 1.229, -3.391], [-1.660, 1.365, -2.176], [-1.683, 4.912, -0.019], [-0.870, 5.653, 2.662], [0.147, 4.611, 4.664], [0.784, 2.245, 4.680], [0.447, 0.814, 2.686], [-2.472, 4.573, -2.560], [-2.129, 0.285, -3.918], [-0.205, -1.876, 0.949], [-1.310, -1.465, 2.267], [-2.689, -1.433, 2.076], [-3.527, -1.185, 3.150], [-2.995, -1.004, 4.421], [-1.624, -1.069, 4.618], [-0.779, -1.286, 3.540], [-3.095, -1.626, 1.091], [-4.599, -1.159, 3.006], [-3.653, -0.829, 5.261], [-1.213, -0.953, 5.611], [0.294, -1.344, 3.680], [3.169, -2.621, -0.715], [4.189, -2.303, 0.846], [4.954, -3.350, 1.345], [5.723, -3.163, 2.480], [5.734, -1.933, 3.121], [4.973, -0.888, 2.626], [4.199, -1.072, 1.487], [3.101, 0.573, 0.801], [4.946, -4.304, 0.837], [6.319, -3.982, 2.860], [6.337, -1.782, 4.005], [4.985, 0.074, 3.119]]
}

=====

2.
{
  "formula": "C15H17N3O2S3",
  "method": "ωB97M-V with the def2-TZVPD basis set",
  "e_above_lowest_kj_mol": 206.2,
  "largest_force_ev_per_a": 4.08,
  "charge": 0,
  "symbols": ["O", "O", "S", "N", "S", "S", "C", "C", "C", "C", "C", "C", "C", "C", "C", "C", "N", "N", "C", "C", "C", "C", "C", "H", "H", "H", "H", "H", "H", "H", "H", "H", "H", "H", "H", "H", "H", "H", "H", "H"],
  "coordinates": [[0.947, -1.103, 4.208], [2.356, 0.763, -1.629], [-0.880, -2.209, -0.394], [1.726, -0.684, 2.166], [2.596, 1.792, 1.350], [0.074, -1.839, -2.991], [1.656, -0.396, 3.483], [2.000, -0.341, -1.236], [-0.960, -1.329, -1.715], [2.206, 0.037, 1.196], [3.627, 3.052, 5.120], [3.224, 1.971, 5.958], [3.259, 3.016, 3.749], [2.494, 0.986, 5.420], [2.655, 1.846, 3.201], [2.264, 0.829, 4.002], [2.102, -0.734, 0.048], [-1.542, -0.051, -1.713], [1.790, -1.522, -2.282], [-1.873, 1.134, 0.546], [-2.543, 0.891, -3.892], [-2.485, 0.385, -0.599], [-1.294, 0.975, -2.846], [4.173, 3.846, 5.622], [3.454, 1.829, 7.038], [3.436, 3.858, 3.072], [2.305, 0.228, 6.115], [1.573, -1.565, 0.276], [2.137, -2.429, -1.938], [2.411, -1.442, -3.163], [-2.658, 1.734, 1.027], [-1.035, 1.809, 0.267], [-1.599, 0.404, 1.327], [-2.571, 1.597, -4.669], [-2.470, -0.077, -4.452], [-3.539, 0.883, -3.336], [-3.365, 0.840, -1.039], [-2.920, -0.529, -0.133], [-1.111, 1.997, -2.568], [-0.452, 0.714, -3.430]]
}

=====

3.
{
  "formula": "C8H9FN2",
  "method": "ωB97M-V with the def2-TZVPD basis set",
  "e_above_lowest_kj_mol": 231.5,
  "largest_force_ev_per_a": 4.95,
  "smiles": "CC(=C/F)/N=C\\C(C)=C\\C#N",
  "charge": 0,
  "symbols": ["C", "C", "C", "C", "C", "C", "C", "C", "N", "N", "F", "H", "H", "H", "H", "H", "H", "H", "H", "H"],
  "coordinates": [[2.406, -0.880, 0.332], [-0.534, 0.679, -1.451], [0.860, 0.412, -0.911], [-1.552, -0.518, 0.260], [1.248, -0.794, -0.451], [-0.806, -1.710, 0.375], [1.557, 1.678, -0.623], [-2.096, 0.141, 1.538], [3.375, -1.049, 0.898], [-1.605, 0.315, -0.817], [-0.756, -2.441, -0.759], [-0.774, 1.443, -2.175], [0.917, -1.723, -1.042], [-0.561, -2.446, 1.161], [1.955, 1.859, 0.306], [0.965, 2.536, -0.963], [2.483, 1.667, -1.369], [-3.117, 0.677, 1.236], [-1.424, 0.697, 2.174], [-2.540, -0.541, 2.282]]
}